(1)
ORCA calculation (ωB97M-V/def2-TZVPD) on a 12-piece molecular cluster, C50H101ClF3N2O16 overall at a distorted geometry.

Computed properties:
E	-4038.5416	a.u.
HOMO	-11.234	eV
charge	+1
orbital gap	6.976	eV
LUMO	-4.26	eV

CARTESIAN COORDINATES (ANGSTROEM)
C (5.035, -1.490, 1.853)
C (5.110, -0.449, 0.754)
C (4.240, -0.753, -0.472)
C (3.183, 0.328, -0.751)
C (1.713, -0.173, -0.812)
C (1.245, -0.263, 0.599)
C (0.937, 0.935, 1.181)
N (0.624, 1.027, 2.463)
N (0.293, 2.282, 3.017)
C (1.097, 3.381, 2.448)
C (2.435, 3.622, 3.019)
O (0.645, 4.007, 1.544)
C (-1.125, 2.558, 3.051)
C (-2.069, 1.637, 2.358)
O (-1.469, 3.504, 3.678)
C (0.625, -0.057, 3.279)
C (0.364, 0.175, 4.726)
O (-0.955, -0.284, 5.000)
C (-1.441, -0.020, 6.251)
F (-2.070, -1.088, 6.692)
F (-0.478, 0.291, 7.111)
F (-2.294, 0.987, 6.207)
C (0.868, -1.308, 2.750)
C (0.917, -2.526, 3.663)
C (-0.125, -3.640, 3.561)
C (-1.526, -3.245, 3.925)
Cl (-2.531, -4.706, 3.962)
C (1.142, -1.409, 1.360)
C (1.315, -2.758, 0.713)
O (2.022, -3.572, 1.213)
O (0.664, -3.018, -0.441)
C (-0.548, -2.283, -0.778)
C (-1.668, -2.386, 0.211)
C (-2.945, -1.700, -0.244)
C (-4.091, -1.959, 0.475)
C (-5.281, -1.324, 0.219)
C (-5.348, -0.410, -0.809)
C (-4.221, -0.146, -1.561)
C (-3.027, -0.782, -1.272)
H (4.043, -1.503, 2.290)
H (5.291, -2.478, 1.504)
H (5.711, -1.232, 2.660)
H (4.875, 0.523, 1.174)
H (6.139, -0.408, 0.426)
H (4.907, -0.757, -1.318)
H (3.810, -1.746, -0.425)
H (3.242, 1.051, 0.055)
H (3.359, 0.782, -1.713)
H (1.125, 0.552, -1.358)
H (1.673, -1.129, -1.301)
H (0.973, 1.807, 0.557)
H (2.447, 4.652, 3.338)
H (3.146, 3.571, 2.208)
H (2.698, 2.967, 3.834)
H (-1.720, 1.277, 1.400)
H (-2.964, 2.214, 2.194)
H (-2.345, 0.823, 3.014)
H (1.092, -0.392, 5.285)
H (0.499, 1.210, 4.995)
H (0.948, -2.245, 4.703)
H (1.871, -2.978, 3.444)
H (-0.071, -4.152, 2.613)
H (0.162, -4.368, 4.307)
H (-1.953, -2.515, 3.257)
H (-1.565, -2.825, 4.913)
H (-0.337, -1.238, -0.936)
H (-0.870, -2.676, -1.729)
H (-1.877, -3.403, 0.508)
H (-1.355, -1.798, 1.060)
H (-4.028, -2.651, 1.290)
H (-6.166, -1.525, 0.790)
H (-6.266, 0.098, -1.040)
H (-4.256, 0.552, -2.377)
H (-2.179, -0.513, -1.874)
C (0.924, 4.682, -2.223)
C (-0.034, 3.664, -2.809)
O (-0.520, 2.757, -1.809)
H (1.772, 4.179, -1.755)
H (1.300, 5.354, -2.994)
H (0.431, 5.280, -1.454)
H (0.465, 3.054, -3.560)
H (-0.884, 4.163, -3.281)
H (-0.978, 3.282, -1.145)
C (1.208, 8.878, 3.351)
C (1.694, 7.467, 3.088)
O (3.057, 7.319, 3.485)
H (1.818, 9.603, 2.814)
H (0.168, 9.002, 3.044)
H (1.289, 9.107, 4.416)
H (1.638, 7.234, 2.025)
H (1.083, 6.737, 3.635)
H (3.103, 7.514, 4.427)
C (-10.022, -3.098, -1.122)
C (-8.513, -2.960, -1.047)
O (-8.071, -3.097, 0.312)
H (-10.508, -2.354, -0.490)
H (-10.375, -2.973, -2.147)
H (-10.337, -4.082, -0.767)
H (-8.202, -1.972, -1.386)
H (-8.037, -3.704, -1.681)
H (-8.345, -3.969, 0.607)
C (-5.547, -5.698, -4.096)
C (-6.994, -5.270, -4.219)
O (-7.241, -4.001, -3.616)
H (-5.237, -5.756, -3.052)
H (-5.392, -6.672, -4.562)
H (-4.905, -4.968, -4.594)
H (-7.655, -5.978, -3.723)
H (-7.273, -5.221, -5.277)
H (-6.672, -3.356, -4.048)
C (4.354, -4.595, -2.098)
C (3.126, -5.286, -2.654)
O (2.228, -5.687, -1.622)
H (4.879, -5.250, -1.401)
H (5.041, -4.299, -2.888)
H (4.063, -3.698, -1.545)
H (3.398, -6.194, -3.195)
H (2.604, -4.616, -3.350)
H (1.975, -4.896, -1.136)
C (-0.336, 8.685, 8.289)
C (-0.144, 7.716, 7.140)
O (1.209, 7.254, 7.051)
H (0.330, 9.541, 8.179)
H (-1.364, 9.043, 8.330)
H (-0.094, 8.206, 9.242)
H (-0.364, 8.200, 6.190)
H (-0.811, 6.853, 7.249)
H (1.422, 6.814, 7.879)
C (4.994, -5.143, -6.810)
C (6.292, -4.568, -6.285)
O (6.312, -4.547, -4.857)
H (4.152, -4.558, -6.438)
H (4.974, -5.139, -7.900)
H (4.860, -6.172, -6.467)
H (6.414, -3.537, -6.611)
H (7.145, -5.147, -6.653)
H (6.222, -5.458, -4.558)
C (-5.508, -6.107, -8.139)
C (-4.606, -4.904, -8.348)
O (-3.897, -4.563, -7.155)
H (-6.221, -5.912, -7.338)
H (-6.059, -6.348, -9.048)
H (-4.921, -6.983, -7.849)
H (-5.193, -4.027, -8.618)
H (-3.897, -5.100, -9.152)
H (-3.365, -5.323, -6.900)
C (8.398, -3.767, -2.554)
C (7.972, -2.441, -1.957)
O (6.732, -2.593, -1.254)
H (7.600, -4.089, -3.216)
H (9.330, -3.689, -3.115)
H (8.532, -4.515, -1.767)
H (7.805, -1.704, -2.741)
H (8.732, -2.046, -1.275)
H (6.890, -3.233, -0.554)
C (4.040, 1.645, -6.090)
C (4.364, 1.212, -4.674)
O (3.181, 1.073, -3.877)
H (3.501, 2.592, -6.084)
H (4.949, 1.763, -6.680)
H (3.403, 0.907, -6.583)
H (4.983, 1.956, -4.176)
H (4.907, 0.261, -4.679)
H (2.625, 0.409, -4.296)
C (-4.786, 9.414, 5.292)
C (-3.454, 9.751, 5.936)
O (-3.495, 9.600, 7.354)
H (-5.573, 10.050, 5.697)
H (-4.746, 9.551, 4.211)
H (-5.064, 8.377, 5.498)
H (-3.188, 10.788, 5.745)
H (-2.664, 9.111, 5.525)
H (-3.720, 8.685, 7.544)



(2)
ORCA calculation (ωB97M-V/def2-TZVPD) on a 2-piece molecular cluster, C10H13N3O5P overall at a distorted geometry.

Computed properties:
E	-1270.7184	a.u.
HOMO	-4.745	eV
charge	-1
energy above the lowest of the compared OMol25 structures with the same formula, charge and spin	0.00	kJ/mol
orbital gap	7.146	eV
LUMO	2.40	eV

CARTESIAN COORDINATES (ANGSTROEM)
C (-1.648, -0.399, 2.707)
C (-0.609, -0.993, 1.729)
C (-0.776, -0.533, 0.279)
C (0.423, 0.248, -0.302)
C (1.454, -0.728, -0.656)
N (2.248, -1.514, -0.910)
O (1.047, 1.151, 0.686)
C (0.221, 1.995, 1.198)
N (-0.522, 2.753, 1.644)
C (-0.004, 1.101, -1.525)
C (-0.449, 0.236, -2.610)
N (-0.728, -0.372, -3.542)
P (1.264, 2.291, -2.280)
C (1.191, 3.685, -1.102)
O (2.720, 1.636, -1.929)
H (-2.452, 0.089, 2.157)
H (-1.210, 0.366, 3.343)
H (-2.111, -1.172, 3.314)
H (0.376, -0.719, 2.108)
H (-0.651, -2.077, 1.762)
H (-1.687, 0.040, 0.108)
H (-0.846, -1.435, -0.340)
H (-0.872, 1.700, -1.236)
H (0.162, 3.957, -0.880)
H (1.698, 4.519, -1.582)
H (1.704, 3.490, -0.159)
H (2.862, 1.555, -0.976)
C (-0.907, -4.443, -0.069)
O (-0.116, -5.401, -0.123)
O (-0.293, -3.184, -0.430)
O (-2.093, -4.358, 0.249)
H (0.603, -3.484, -0.633)



(3)
ORCA calculation (ωB97M-V/def2-TZVPD) on a 2-piece molecular cluster, C7H11Cl2N2 overall at a distorted geometry.

Computed properties:
E	-1302.8698	a.u.
HOMO	-12.708	eV
charge	+1
energy above the lowest of the compared OMol25 structures with the same formula, charge and spin	196.00	kJ/mol
orbital gap	7.759	eV
LUMO	-4.95	eV

CARTESIAN COORDINATES (ANGSTROEM)
C (0.821, 0.203, -0.348)
C (0.290, -0.823, -1.292)
C (-1.874, -0.437, -0.157)
C (-0.942, -1.510, -0.796)
C (-1.357, 0.622, 0.522)
C (0.864, 3.382, 1.438)
C (-0.705, -2.627, 0.249)
N (0.023, 0.979, 0.318)
N (2.111, 0.587, -0.373)
Cl (1.658, 3.565, 2.866)
Cl (0.495, 4.756, 0.617)
H (0.207, -0.504, -2.318)
H (1.062, -1.577, -1.344)
H (-2.965, -0.748, -0.069)
H (-1.502, -1.951, -1.684)
H (-1.904, 1.307, 1.063)
H (0.318, -2.657, 0.690)
H (-0.711, -3.663, -0.228)
H (-1.393, -2.514, 0.965)
H (0.408, 1.907, 0.703)
H (2.767, 0.485, -1.168)
H (2.329, 1.218, 0.346)



(4)
ORCA calculation (ωB97M-V/def2-TZVPD) on a 2-piece molecular cluster, C4H12NO2 overall.

Computed properties:
E	-364.5866	a.u.
HOMO	-14.709	eV
charge	+1
energy above the lowest of the compared OMol25 structures with the same formula, charge and spin	127.73	kJ/mol
orbital gap	11.352	eV
LUMO	-3.36	eV

CARTESIAN COORDINATES (ANGSTROEM)
O (-1.344, -2.463, 0.133)
C (-1.796, -1.561, 0.781)
C (-1.135, -0.179, 0.719)
N (-0.418, -0.091, -0.592)
C (0.059, 1.248, -1.073)
C (0.798, 2.007, 0.007)
H (-2.512, -1.744, 1.597)
H (-0.377, -0.301, 1.493)
H (-1.787, 0.681, 0.832)
H (0.370, -0.756, -0.570)
H (-1.050, -0.540, -1.262)
H (0.716, 0.998, -1.902)
H (-0.774, 1.801, -1.506)
H (0.178, 2.187, 0.885)
H (1.653, 1.418, 0.350)
H (1.175, 2.931, -0.409)
H (2.396, -1.565, -0.485)
H (1.976, -2.483, 0.680)
O (1.871, -1.589, 0.323)